(1)
Computed, not measured: a single C3H5N3OS molecule in a non-equilibrium geometry, with the ωB97M-V functional and the def2-TZVPD basis.

Calculated values
SMILES: Cc1noc(=S)n1N
E_tot: -20543.1200 eV
Kohn-Sham gap: 8.906 eV
HOMO: -8.58 eV
Relative energy (zero: lowest compared OMol25 entry of this formula, charge and spin): 245.0 kJ/mol
Total charge: 0
LUMO energy: 0.33 eV

```
13
Properties=species:S:1:pos:R:3:forces:R:3:mulliken_charge:R:1
C -0.83973 -0.26056 0.00916 -0.6 0.1 -0.1 0.30
N 0.23959 1.91464 -0.00355 -0.1 0.0 0.3 -0.87
H 0.69071 2.28072 -0.82029 0.1 0.1 -0.4 0.25
H 0.66464 2.30069 0.83022 -0.1 -0.1 0.0 0.25
C 2.79447 0.19292 -0.00343 -0.7 1.8 0.3 -1.08
C 1.38935 -0.29088 -0.00860 -0.3 -0.4 0.1 0.80
S -2.42468 0.14144 -0.00238 0.3 -0.1 0.0 -0.34
H 3.43554 -0.64466 0.00286 0.8 -0.8 -0.1 0.36
H 2.98845 0.81988 0.90442 -0.2 -0.6 -0.6 0.27
N 1.03783 -1.53534 0.00024 0.5 0.9 -0.1 -0.47
H 2.99453 0.84881 -0.87554 -0.1 -0.5 0.4 0.28
N 0.27394 0.53555 0.00550 0.6 -0.3 0.0 0.41
O -0.36288 -1.51515 -0.00021 -0.3 -0.2 0.1 -0.16
```
Positions in Å, forces in eV/Å.

(2)
Computed, not measured: a molecular structure, C3H5N3OS in a non-equilibrium geometry, with the ωB97M-V functional and the def2-TZVPD basis.

Calculated values
E_tot: -20540.4093 eV
Kohn-Sham gap: 8.036 eV
HOMO: -7.73 eV
Relative energy (zero: lowest compared OMol25 entry of this formula, charge and spin): 506.5 kJ/mol
Total charge: 0
LUMO energy: 0.30 eV

```
13
Properties=species:S:1:pos:R:3:forces:R:3:mulliken_charge:R:1
S 0.23602 2.86169 -1.04770 0.1 -0.3 0.4 -0.36
N 0.80245 0.89829 0.63385 1.3 -1.5 -1.8 0.33
N -0.64958 -2.06009 -0.38593 1.3 -5.4 7.7 -0.39
C -0.20699 0.04611 -1.23796 1.5 3.2 -0.7 -0.58
C 0.37124 1.25168 -0.60177 -1.0 0.1 -1.2 0.00
H 0.75162 -0.86381 1.80619 -1.5 1.6 -3.2 0.29
H -0.02497 2.35918 1.48759 4.1 -1.3 1.0 0.34
C -0.21214 -0.86652 -0.24332 0.9 3.1 0.1 0.46
H -0.45114 0.06142 -2.34785 0.1 -0.4 2.0 0.28
O 1.03325 1.71004 1.64001 -5.0 3.3 -0.1 -0.46
H -1.13530 -2.33788 -1.10459 -2.9 -1.3 -4.9 0.18
H -0.77576 -2.74060 0.45900 0.5 2.1 -2.2 0.22
N 0.26128 -0.31952 0.94250 0.5 -3.0 2.9 -0.32
```
Positions in Å, forces in eV/Å.